(1)
Below is an isolated ion of composition C3H8BrN3OP and charge +1 in a non-equilibrium geometry, with properties calculated with ωB97M-V/def2-TZVPD.

The SMILES is NC1=[NH+][C@H](P(O)Br)CN1. Its electronic energy is -3273.7584 a.u. The calculation puts the maximum force at 0.060 hartree/bohr.

Geometry as ORCA input:
```
! RIJCOSX wB97M-V def2-TZVPD def2/J DEFGRID3
* xyz 1 1
N 0.3615 -0.3429 -2.2261
C -0.1753 -0.5101 -1.0514
N 0.1387 -1.5628 -0.1507
C -0.4534 -1.1262 1.1357
C -0.7400 0.4275 0.9267
P 0.6229 1.6427 1.4093
O 0.8906 2.6704 0.0876
Br 2.5834 0.4753 1.6285
N -1.1355 0.4468 -0.5241
H 1.0394 -1.0236 -2.5555
H 0.1274 0.5127 -2.7288
H -0.1398 -2.4800 -0.5044
H 0.3427 -1.2907 1.9081
H -1.3871 -1.6717 1.4263
H -1.6757 0.5924 1.5145
H 1.6760 3.1784 0.3530
H -2.0760 0.0618 -0.6486
*
```

Results of the Mulliken charge analysis, in e, for atoms 1 through 6: atom 1 (N): -0.26, atom 2 (C): 0.33, atom 3 (N): -0.22, atom 4 (C): -0.73, atom 5 (C): 0.05, atom 6 (P): 0.21

(2)
Below is a 2-piece molecular cluster, C3H8Cl2N overall in a non-equilibrium geometry, with properties calculated with ωB97M-V/def2-TZVPD.

Its electronic energy is -1093.8344 a.u. The calculation puts the maximum force at 0.115 hartree/bohr.

Geometry as ORCA input:
```
! RIJCOSX wB97M-V def2-TZVPD def2/J DEFGRID3
* xyz 1 1
C 0.3824 -1.0375 -0.4724
C -1.3291 1.6460 -0.3454
C 0.9630 0.3495 -0.7464
N 0.1616 -1.1530 1.0259
Cl -2.3547 0.4380 0.2652
Cl 2.1801 0.9153 0.3799
H 1.0992 -1.9295 -0.6430
H -0.5187 -1.0728 -0.8973
H -0.9434 2.5136 0.1510
H -1.4247 2.0714 -1.2936
H 1.2204 0.4579 -1.8632
H 0.9394 -0.7207 1.5844
H 0.0389 -2.0544 1.4568
H -0.4142 -0.4237 1.3979
*
```

Results of the Mulliken charge analysis, in e, for atoms 1 through 6: atom 1 (C): -0.50, atom 2 (C): -0.53, atom 3 (C): -0.25, atom 4 (N): -0.28, atom 5 (Cl): -0.12, atom 6 (Cl): -0.14

(3)
Below is a 2-piece molecular cluster, C3H8Cl2N2 overall in a non-equilibrium geometry, with properties calculated with ωB97M-V/def2-TZVPD.

Its electronic energy is -1148.8734 a.u. The calculation puts the maximum force at 0.031 hartree/bohr.

Geometry as ORCA input:
```
! RIJCOSX wB97M-V def2-TZVPD def2/J DEFGRID3
* xyz 0 1
C -1.1927 0.1467 1.2614
C 0.6642 -1.2880 0.6423
C -0.4628 0.0242 -1.0462
N 1.0285 2.2660 -1.3958
N -0.2769 -0.3244 0.2457
Cl -0.1100 -2.9567 0.7368
Cl 0.2034 -0.9093 -2.2961
H -0.6983 0.8754 1.9039
H -2.0576 0.6141 0.7981
H -1.5254 -0.7031 1.8610
H 1.0334 -1.0892 1.6478
H 1.4771 -1.3827 -0.0753
H -1.2425 0.7137 -1.3058
H 1.4309 1.9811 -2.2871
H 1.7287 2.0321 -0.6907
*
```

Results of the Mulliken charge analysis, in e, for atoms 1 through 6: atom 1 (C): -0.87, atom 2 (C): -0.67, atom 3 (C): -0.14, atom 4 (N): -0.55, atom 5 (N): 0.15, atom 6 (Cl): -0.21

(4)
Below is an isolated ion of composition C3H8ClIN3 and charge +1 in a non-equilibrium geometry, with properties calculated with ωB97M-V/def2-TZVPD.

The SMILES is [H]/N=C(\Cl)[C@@H]([NH3+])[C@H](N)I. Its electronic energy is -1040.9677 a.u. The calculation puts the maximum force at 0.079 hartree/bohr.

Geometry as ORCA input:
```
! RIJCOSX wB97M-V def2-TZVPD def2/J DEFGRID3
* xyz 1 1
C 1.3562 0.5913 -0.8147
C 0.2486 0.2639 0.3519
C -0.1966 -1.1536 0.3104
N 1.1336 1.4195 -1.6941
N -1.5085 -1.1591 0.8978
N -0.8497 1.1610 -0.1254
Cl 2.7883 -0.3690 -0.7325
I 1.3551 -2.3450 1.4432
H 0.5513 0.5398 1.4771
H -0.4588 -1.5772 -0.7204
H 1.9191 1.6347 -2.2589
H -1.3397 -0.9780 1.9151
H -1.9284 -2.0773 0.8479
H -1.2081 1.7629 0.7113
H -1.5754 0.6715 -0.5911
H -0.2869 1.6145 -1.0178
*
```

Results of the Mulliken charge analysis, in e, for atoms 1 through 6: atom 1 (C): 0.46, atom 2 (C): -0.37, atom 3 (C): -0.77, atom 4 (N): -0.48, atom 5 (N): -0.53, atom 6 (N): -0.29

(5)
Below is a 2-piece molecular cluster, C3H8ClN2 overall in a non-equilibrium geometry, with properties calculated with ωB97M-V/def2-TZVPD.

Its electronic energy is -688.4213 a.u. The calculation puts the maximum force at 0.032 hartree/bohr.

Geometry as ORCA input:
```
! RIJCOSX wB97M-V def2-TZVPD def2/J DEFGRID3
* xyz 1 1
C -0.9760 -1.0389 0.0898
C 1.1270 0.0503 0.3375
C -0.9185 1.3228 -0.1737
N -0.3090 0.0413 0.0736
N -0.8312 -2.3033 -0.0539
Cl -3.9741 0.2291 0.0509
H 1.3749 0.8910 0.9837
H 1.4426 -0.8731 0.8212
H 1.6629 0.1690 -0.6067
H -2.0018 1.2435 0.0032
H -0.4748 2.0831 0.4659
H -0.7786 1.6131 -1.2165
H -0.0924 -2.7337 -0.6147
H -1.5598 -2.9348 0.2684
*
```

Results of the Mulliken charge analysis, in e, for atoms 1 through 6: atom 1 (C): 0.38, atom 2 (C): -0.95, atom 3 (C): -0.46, atom 4 (N): 0.05, atom 5 (N): -0.27, atom 6 (Cl): -0.08

(6)
Below is a 2-piece molecular cluster, C3H8ClNO overall in a non-equilibrium geometry, with properties calculated with ωB97M-V/def2-TZVPD.

Its electronic energy is -709.0986 a.u. The calculation puts the maximum force at 0.044 hartree/bohr.

Geometry as ORCA input:
```
! RIJCOSX wB97M-V def2-TZVPD def2/J DEFGRID3
* xyz 0 1
C 0.9911 1.4028 -0.6040
C -1.6203 -1.0854 -0.3436
C 0.3709 0.0963 -0.7101
N 0.3753 -0.7521 1.9985
O -0.9868 0.0991 -0.6855
Cl 0.6507 0.9053 2.4979
H 1.9177 1.6589 -1.1789
H 0.3303 2.1761 -1.1563
H 1.1575 1.5185 0.5417
H -1.4128 -1.3516 0.6582
H -1.1830 -1.8675 -0.8832
H -2.6998 -1.0236 -0.6040
H 0.8317 -0.8796 -1.0265
H 1.2775 -0.8973 1.4960
*
```

Results of the Mulliken charge analysis, in e, for atoms 1 through 6: atom 1 (C): -0.49, atom 2 (C): -0.70, atom 3 (C): -0.15, atom 4 (N): -0.39, atom 5 (O): -0.26, atom 6 (Cl): -0.13

(7)
Below is C3H8ClNO3S as an isolated structure in a non-equilibrium geometry, with properties calculated with ωB97M-V/def2-TZVPD.

Its electronic energy is -1257.7223 a.u. The calculation puts the maximum force at 0.097 hartree/bohr.

Geometry as ORCA input:
```
! RIJCOSX wB97M-V def2-TZVPD def2/J DEFGRID3
* xyz 0 1
C 0.8164 -0.1950 0.0660
C 1.1003 0.1930 1.5631
C -0.4165 -0.0871 2.3431
H -1.0299 1.3705 -3.0486
H -0.1389 0.4442 -3.7144
H 1.1430 -1.3188 -0.1396
H 1.5260 0.2946 -0.4925
H 1.9470 1.5250 1.7487
H 2.0791 -0.7463 1.9986
H -0.8757 -1.3020 2.1709
H -1.0756 0.8713 1.8063
N -0.1844 0.8645 -2.6818
O -0.3762 -1.7544 -1.9588
O -2.4461 -0.1086 -1.7548
O -0.5901 0.0638 -0.2531
S -0.9769 -0.4031 -1.7134
Cl -0.5013 0.2882 4.0603
*
```

Results of the Mulliken charge analysis, in e, for atoms 1 through 6: atom 1 (C): -0.46, atom 2 (C): -0.64, atom 3 (C): -0.33, atom 4 (H): 0.34, atom 5 (H): 0.32, atom 6 (H): 0.34

(8)
Below is C3H8CrO2 as an isolated structure in a non-equilibrium geometry, with properties calculated with ωB97M-V/def2-TZVPD.

Its electronic energy is -1313.6731 a.u. The calculation puts the maximum force at 0.049 hartree/bohr.

Geometry as ORCA input:
```
! RIJCOSX wB97M-V def2-TZVPD def2/J DEFGRID3
* xyz 1 4
C -1.2963 -0.8805 -0.7617
C -0.4776 -0.9820 0.5118
O 0.2487 0.2583 0.6950
C 1.4658 0.1457 1.3838
Cr -0.6196 0.9249 -1.5406
H -1.0642 -1.7258 -1.4296
H -2.3733 -0.8374 -0.5305
H 0.2550 -1.8058 0.4672
H -1.0917 -1.0930 1.4207
H 1.8081 1.1517 1.6619
H 1.3440 -0.4784 2.2847
O -0.0702 2.3642 -2.4986
H -0.3559 3.2712 -2.3990
H 2.2273 -0.3131 0.7350
*
```

Results of the Mulliken charge analysis, in e, for atoms 1 through 6: atom 1 (C): -1.05, atom 2 (C): -0.05, atom 3 (O): -0.32, atom 4 (C): -0.72, atom 5 (Cr): 1.29, atom 6 (H): 0.35

(9)
Below is C3H8F4N4OP3 as an isolated structure in a non-equilibrium geometry, with properties calculated with ωB97M-V/def2-TZVPD.

Its electronic energy is -1836.8731 a.u. The calculation puts the maximum force at 0.099 hartree/bohr.

Geometry as ORCA input:
```
! RIJCOSX wB97M-V def2-TZVPD def2/J DEFGRID3
* xyz 1 1
C 1.3455 2.2958 -1.8551
C -0.0297 -2.9578 0.2481
C 1.9032 -1.5951 1.0106
N -1.8042 -0.3160 0.3328
N 0.5419 0.8913 0.5611
N -1.3079 2.2248 -0.8424
N 0.4664 -1.6962 0.6545
O 2.4838 1.9560 -1.7855
F -3.0446 0.6689 -1.6959
F -3.4529 1.6391 0.3906
F -0.4748 -0.2110 2.5097
F 0.5434 3.4695 0.3196
P -2.3064 0.9939 -0.3806
P -0.3166 -0.3658 0.9245
P 0.2891 2.1001 -0.3808
H 0.9855 2.8376 -2.6413
H -1.0763 -2.9668 0.1686
H 0.3905 -3.3268 -0.6179
H 0.0709 -3.7649 1.1576
H 2.3370 -1.0532 0.1997
H 1.9440 -1.1226 2.0554
H 2.2371 -2.6853 1.0447
H -1.7249 2.9845 -1.3779
*
```

Results of the Mulliken charge analysis, in e, for atoms 1 through 6: atom 1 (C): -0.07, atom 2 (C): -0.97, atom 3 (C): -0.95, atom 4 (N): -0.28, atom 5 (N): -0.24, atom 6 (N): -0.23

(10)
Below is a 2-piece molecular cluster, C3H8FN overall in a non-equilibrium geometry, with properties calculated with ωB97M-V/def2-TZVPD.

Its electronic energy is -273.6197 a.u. The calculation puts the maximum force at 0.103 hartree/bohr.

Geometry as ORCA input:
```
! RIJCOSX wB97M-V def2-TZVPD def2/J DEFGRID3
* xyz 0 1
C -1.7136 -0.0493 0.4275
C -0.6861 0.4996 -0.5094
C 1.1718 -0.6017 -0.4397
N 1.9590 -0.0307 0.5830
F 1.6741 -0.4943 -1.6768
H -1.5313 0.2737 1.3819
H -2.7951 0.2730 0.2490
H -1.6044 -1.1746 0.6712
H -0.8878 0.4690 -1.5173
H -0.4296 1.4763 -0.3126
H 0.7946 -1.5591 -0.3054
H 1.3975 0.2961 1.3156
H 2.6509 0.6219 0.1329
*
```

Results of the Mulliken charge analysis, in e, for atoms 1 through 6: atom 1 (C): -0.79, atom 2 (C): -0.95, atom 3 (C): 0.04, atom 4 (N): -0.50, atom 5 (F): -0.27, atom 6 (H): 0.32

The highest maximum force belongs to which entry?
C3H8Cl2N

Please write out number 5 again, unchanged.
Below is a 2-piece molecular cluster, C3H8ClN2 overall in a non-equilibrium geometry, with properties calculated with ωB97M-V/def2-TZVPD.

Its electronic energy is -688.4213 a.u. The calculation puts the maximum force at 0.032 hartree/bohr.

Geometry as ORCA input:
```
! RIJCOSX wB97M-V def2-TZVPD def2/J DEFGRID3
* xyz 1 1
C -0.9760 -1.0389 0.0898
C 1.1270 0.0503 0.3375
C -0.9185 1.3228 -0.1737
N -0.3090 0.0413 0.0736
N -0.8312 -2.3033 -0.0539
Cl -3.9741 0.2291 0.0509
H 1.3749 0.8910 0.9837
H 1.4426 -0.8731 0.8212
H 1.6629 0.1690 -0.6067
H -2.0018 1.2435 0.0032
H -0.4748 2.0831 0.4659
H -0.7786 1.6131 -1.2165
H -0.0924 -2.7337 -0.6147
H -1.5598 -2.9348 0.2684
*
```

Results of the Mulliken charge analysis, in e, for atoms 1 through 6: atom 1 (C): 0.38, atom 2 (C): -0.95, atom 3 (C): -0.46, atom 4 (N): 0.05, atom 5 (N): -0.27, atom 6 (Cl): -0.08

maximum force of number 10 (C3H8FN)?
0.103 hartree/bohr

What is the formula in the sixth record?
C3H8ClNO